DFT (ωB97M-V/def2-TZVPD) results for one molecule with the formula C3H6N2 in a non-equilibrium geometry.

CARTESIAN COORDINATES (ANGSTROEM)
C 1.208 -0.120 0.177
C -0.155 0.048 -0.471
N -0.934 -1.049 0.082
C -0.772 1.381 -0.247
N -1.313 2.394 -0.099
H 1.855 0.743 0.023
H 1.039 -0.326 1.244
H 1.645 -1.016 -0.273
H -0.002 -0.050 -1.553
H -1.933 -0.880 0.064
H -0.638 -1.125 1.053

As for the total energy: -227.4025 Ha. The value obtained for the largest force on an atom is 1.12 eV/Å. Its SMILES is C[C@@H](N)C#N.

DFT (ωB97M-V/def2-TZVPD) results for one molecule with the formula C3H6N2 in a non-equilibrium geometry.

CARTESIAN COORDINATES (ANGSTROEM)
C 1.363 -0.262 0.195
C -0.107 -0.061 0.138
N -0.956 -1.056 0.628
C -0.595 1.117 -0.077
N -1.021 2.108 -0.659
H 1.915 0.575 -0.243
H 1.656 -0.374 1.244
H 1.639 -1.179 -0.340
H -0.929 -1.889 0.053
H -1.922 -0.773 0.755
H -1.043 1.795 -1.693

As for the total energy: -227.3513 Ha. The value obtained for the largest force on an atom is 2.04 eV/Å. Its SMILES is CC(N)=C=N.

DFT (ωB97M-V/def2-TZVPD) results for one molecule with the formula C3H6N2 in a non-equilibrium geometry.

CARTESIAN COORDINATES (ANGSTROEM)
C 1.119 -1.667 0.169
C -1.190 0.549 -1.192
C 1.280 -0.663 1.374
N 0.593 -0.505 0.160
N -0.051 0.593 -0.340
H -1.714 1.479 -1.358
H -2.025 -0.091 -0.990
H 0.810 -0.765 2.333
H 2.267 -0.113 1.466
H -0.934 0.074 -2.150
H -0.155 1.108 0.530

As for the total energy: -227.2303 Ha. The value obtained for the largest force on an atom is 2.77 eV/Å.

DFT (ωB97M-V/def2-TZVPD) results for one molecule with the formula C3H6N2 in a non-equilibrium geometry.

CARTESIAN COORDINATES (ANGSTROEM)
C -2.067 -0.129 -0.146
N -0.933 0.166 0.350
N 0.125 -0.409 -0.465
C 1.144 0.802 -0.106
C 1.302 -0.709 0.226
H -2.849 -0.022 0.641
H -1.969 -0.379 -1.147
H 0.504 1.365 0.555
H 1.591 1.308 -0.841
H 0.939 -0.656 1.207
H 2.213 -1.337 -0.274

As for the total energy: -227.2291 Ha. The value obtained for the largest force on an atom is 5.16 eV/Å. Its SMILES is C=NN1CC1.